Density functional theory data (ωB97M-V/def2-TZVPD) for a cluster of 2 separate species, C10H21NO in total.

CARTESIAN COORDINATES (ANGSTROEM)
C (2.2497, -2.2287, -0.2062)
C (2.2377, -0.8647, -0.8692)
O (2.7498, 0.1083, -0.3175)
N (1.6521, -0.7746, -2.1052)
C (0.8986, -1.8368, -2.7408)
C (1.5526, 0.5211, -2.7470)
H (2.7874, -2.1232, 0.7510)
H (2.7715, -2.9807, -0.8218)
H (1.2289, -2.5913, 0.0018)
H (-0.1856, -1.6466, -2.6695)
H (1.1769, -1.8908, -3.8068)
H (1.1167, -2.8104, -2.2705)
H (2.2136, 1.2370, -2.2301)
H (1.8680, 0.4493, -3.8016)
H (0.5204, 0.9083, -2.7141)
C (-1.9500, -0.0245, 0.4940)
C (-2.1143, 1.4879, 0.3298)
C (-0.9506, 2.2393, 0.9799)
C (-0.8098, 1.8604, 2.4557)
C (-0.6455, 0.3480, 2.6199)
C (-1.8092, -0.4033, 1.9698)
H (-1.0395, -0.3467, -0.0469)
H (-2.8129, -0.5529, 0.0451)
H (-3.0585, 1.8005, 0.8158)
H (-2.1854, 1.7497, -0.7434)
H (-1.0979, 3.3318, 0.8789)
H (-0.0142, 1.9757, 0.4515)
H (0.0531, 2.3889, 2.9046)
H (-1.7203, 2.1826, 2.9966)
H (0.2987, 0.0355, 2.1340)
H (-0.5744, 0.0863, 3.6932)
H (-1.6619, -1.4958, 2.0709)
H (-2.7456, -0.1397, 2.4982)

The relative energy (zero: lowest compared OMol25 entry of this formula, charge and spin) is 0.0000 eV. The structure (SMILES) is CC(=O)N(C)C.C1CCCCC1. The value obtained for the HOMO energy is -9.2555 eV. The total energy is -523.6365 a.u. Its charge is 0.